Entry 1:
The following is a quantum chemistry calculation of 7 unconnected molecules or ions with the total composition C39H58BrClN9O2, from the OMol25 dataset.

```
110
Properties=species:S:1:pos:R:3:forces:R:3:lowdin_charge:R:1
C -0.19248 -1.69062 0.47367 -0.4 -0.6 -0.1 -0.09
C -1.32356 -1.44334 -0.53345 0.5 0.0 0.2 -0.21
C -1.60599 0.01348 -0.91206 0.3 -0.3 0.0 -0.14
C -1.93319 0.97023 0.24132 -1.2 -0.3 0.2 -0.30
N -1.57854 2.38074 -0.09212 0.5 -1.1 -1.3 0.02
C -0.11478 2.70180 -0.25315 0.4 1.3 0.7 -0.60
Cl 0.93840 1.43407 0.37532 0.1 -0.2 0.0 0.81
C 0.26259 3.99091 0.48116 -0.6 -0.7 1.3 -0.25
C -0.10177 3.89645 1.98447 0.0 -0.1 -0.4 -0.10
C -2.35883 2.90216 -1.03618 0.5 0.5 0.1 -0.34
N -2.01192 4.05818 -1.70987 0.0 -0.5 -0.1 0.18
N -3.48688 2.32665 -1.43249 -0.5 0.2 0.9 0.17
C -4.30203 1.47307 -0.53319 -0.3 -0.5 -0.5 -0.29
C -5.09492 0.44736 -1.35925 -0.2 0.0 0.2 -0.09
C -6.44301 0.13344 -0.72823 -0.1 -1.8 0.7 -0.21
O -6.69982 -0.97371 -0.27759 0.3 1.8 -0.7 0.07
C -3.43383 0.93791 0.59812 0.5 0.7 0.3 -0.58
Br -3.65806 2.22788 2.11692 0.1 -0.1 -0.1 0.88
C -3.84755 -0.39703 1.17144 -0.3 -0.3 0.5 -0.26
O -2.89390 -0.80115 2.11313 0.1 0.3 -0.1 -0.18
C -3.44135 -1.24497 3.35357 0.7 -0.5 0.1 -0.25
C -2.29671 -1.48200 4.29873 0.0 0.0 0.3 -0.06
H -0.43895 -2.59403 1.02069 0.0 -0.2 0.2 0.07
H 0.73741 -1.91163 -0.03320 0.4 0.3 -0.1 0.06
H -0.06785 -0.91831 1.21788 0.1 0.2 0.1 0.03
H -2.19899 -1.97611 -0.18907 -0.4 0.1 0.0 0.09
H -1.03418 -1.92281 -1.46286 -0.1 -0.2 -0.2 0.11
H -2.37046 0.00819 -1.67907 -0.3 0.2 -0.1 0.11
H -0.71030 0.38342 -1.40421 0.2 0.1 -0.1 0.09
H -1.46099 0.63517 1.15046 0.5 0.3 0.1 0.10
H 0.13870 2.81248 -1.29546 -0.2 -0.2 -0.4 0.11
H 1.32685 4.14049 0.39517 0.2 0.1 -0.4 0.09
H -0.27126 4.83843 0.08816 0.1 0.3 -0.5 0.09
H -0.41434 2.89811 2.26834 0.0 -0.2 0.0 0.04
H -0.93322 4.54895 2.21109 -0.1 0.2 0.2 0.07
H 0.74277 4.14732 2.60913 0.1 0.2 0.2 0.07
H -1.74620 3.98295 -2.67346 -0.1 0.2 -0.2 0.13
H -1.94564 4.94259 -1.25036 0.3 0.1 0.2 0.12
H -4.05149 2.97982 -1.95644 0.0 -0.1 -0.2 0.17
H -5.03802 2.13121 -0.08578 -0.1 0.3 0.0 0.11
H -4.58132 -0.49160 -1.49776 0.2 -0.2 -0.1 0.11
H -5.28704 0.88932 -2.33518 -0.1 0.0 -0.2 0.13
H -7.18567 0.95122 -0.69027 0.0 0.0 0.0 0.14
H -3.97367 -1.16515 0.41420 0.1 0.0 -0.3 0.12
H -4.81886 -0.27514 1.64416 -0.2 0.0 0.0 0.12
H -3.94457 -2.19381 3.17830 -0.4 0.0 0.0 0.12
H -4.10542 -0.50173 3.78572 -0.3 0.1 -0.2 0.11
H -1.76860 -0.56283 4.52784 0.1 0.2 -0.1 0.08
H -2.69471 -1.86472 5.23370 0.0 -0.1 0.2 0.09
H -1.59671 -2.21073 3.90928 0.1 -0.1 -0.1 0.07
N -1.49646 -7.18476 4.34015 0.0 0.1 0.0 0.00
C -2.61360 -6.57805 4.85141 0.0 -0.1 0.1 -0.14
C -2.78656 -5.39566 4.18609 0.0 0.1 0.0 -0.11
C -1.73584 -5.28641 3.23423 0.0 0.1 0.0 -0.12
C -0.95795 -6.40566 3.35272 0.0 -0.1 0.0 -0.13
H -1.12879 -8.06828 4.64125 0.0 -0.1 -0.1 0.12
H -3.18424 -7.03926 5.63956 0.0 0.0 0.0 0.11
H -3.57979 -4.68786 4.36004 0.0 0.0 0.0 0.08
H -1.57200 -4.47797 2.54061 0.0 0.0 0.0 0.07
H -0.07318 -6.71369 2.82338 0.0 0.0 0.0 0.11
N 3.61196 -1.94008 -2.22865 0.0 -0.1 0.0 0.02
C 2.32801 -1.70611 -2.63403 -0.1 0.0 0.1 -0.18
C 1.91390 -2.79146 -3.36645 0.0 0.0 0.1 -0.13
C 2.99340 -3.71498 -3.39850 0.0 0.0 0.0 -0.09
C 4.02290 -3.16176 -2.68779 0.0 0.0 0.0 -0.12
H 4.16938 -1.31257 -1.67974 0.0 0.0 0.0 0.15
H 1.82069 -0.79287 -2.36898 0.0 0.0 0.0 0.10
H 0.94618 -2.91161 -3.82732 0.0 0.0 0.0 0.10
H 3.01012 -4.67342 -3.88767 0.0 0.0 0.0 0.10
H 5.00992 -3.53105 -2.47088 0.0 0.0 0.0 0.11
N 3.62249 6.23046 0.29096 -0.1 0.0 -0.1 0.00
C 2.59677 7.06461 0.65438 0.0 -0.1 0.0 -0.16
C 2.72051 8.21992 -0.06838 0.0 0.0 0.0 -0.11
C 3.86155 8.07684 -0.90413 0.0 0.0 0.0 -0.10
C 4.39595 6.84162 -0.65943 0.0 0.0 0.0 -0.14
H 3.78856 5.31656 0.66661 0.1 0.0 0.1 0.14
H 1.87321 6.76799 1.39521 0.0 0.0 0.1 0.10
H 2.06845 9.07454 -0.00532 0.0 0.0 0.0 0.09
H 4.24702 8.80111 -1.60099 0.0 0.0 0.0 0.09
H 5.25702 6.34783 -1.07559 0.0 0.0 0.0 0.11
N 2.30383 -0.26491 -5.55089 -0.1 0.1 -0.1 0.01
C 3.58131 0.18737 -5.70353 0.0 0.0 0.1 -0.13
C 3.58311 1.10865 -6.71860 0.0 0.1 0.0 -0.13
C 2.24932 1.21364 -7.19941 0.0 0.1 0.0 -0.11
C 1.48519 0.35168 -6.45730 0.0 0.0 0.1 -0.14
H 2.01414 -0.94718 -4.86799 0.1 -0.1 -0.1 0.09
H 4.37696 -0.17965 -5.07800 0.0 0.0 0.0 0.11
H 4.44603 1.64584 -7.07787 0.0 -0.1 -0.1 0.09
H 1.89466 1.84707 -7.99512 0.0 0.0 0.0 0.09
H 0.43300 0.12708 -6.49656 0.0 0.0 -0.1 0.10
N -0.58967 -7.91766 7.51953 0.0 0.0 0.0 0.00
C -0.88829 -9.22875 7.25337 0.0 0.1 0.0 -0.15
C -0.67435 -9.95029 8.39592 0.0 0.0 0.0 -0.11
C -0.23362 -9.03995 9.39304 0.0 0.0 0.0 -0.11
C -0.19369 -7.79633 8.82266 0.0 0.0 0.0 -0.14
H -0.65286 -7.16212 6.86144 0.0 0.0 0.0 0.12
H -1.22736 -9.53850 6.27908 0.0 -0.1 0.0 0.09
H -0.81918 -11.01135 8.50656 0.0 0.0 0.0 0.09
H 0.02331 -9.27283 10.41215 0.0 0.0 0.0 0.09
H 0.08168 -6.83949 9.23069 0.0 0.0 0.0 0.11
N 4.33720 4.50281 -5.70470 0.0 0.0 0.0 0.01
C 4.18079 5.29542 -4.60102 0.0 -0.1 0.0 -0.15
C 5.02570 6.36582 -4.72710 0.0 0.0 0.0 -0.12
C 5.71837 6.21300 -5.95814 0.0 0.0 0.0 -0.11
C 5.26995 5.05582 -6.53701 0.0 0.0 0.0 -0.14
H 3.84380 3.64470 -5.87615 0.0 -0.1 0.0 0.11
H 3.48402 5.03190 -3.82380 0.0 0.0 0.0 0.09
H 5.13491 7.16942 -4.01835 0.0 0.0 0.0 0.08
H 6.45886 6.87680 -6.37058 0.0 0.0 0.0 0.09
H 5.53410 4.58153 -7.46640 0.0 0.0 0.0 0.11
```
Forces are in eV/Å.

Electronic energy = -5198.0665 hartree
Charge = +1

***

Entry 2:
The following is a quantum chemistry calculation of a molecular structure, C39H58N7O6PTl, from the OMol25 dataset.

```
112
Properties=species:S:1:pos:R:3:forces:R:3:lowdin_charge:R:1
Tl 1.80588 -0.39574 1.36568 0.0 0.0 0.0 0.97
C -0.29647 1.23951 -1.66916 0.0 0.0 0.0 -0.17
C 1.04126 0.61148 -1.96860 0.0 0.0 0.0 -0.16
O 2.01793 0.95353 -0.99844 0.0 0.0 0.0 -0.24
C 2.58425 2.25345 -1.12840 0.0 0.0 0.0 -0.15
C 2.57993 2.93878 0.21408 0.0 0.0 0.0 -0.19
O 1.24086 3.12831 0.62020 0.0 0.0 0.0 -0.14
C 1.12100 3.51457 1.97131 0.0 0.0 0.0 -0.19
C -0.33889 3.52464 2.34084 0.0 0.0 0.0 -0.16
O -0.80723 2.18396 2.33355 0.0 0.0 0.0 -0.13
C -2.18408 2.01114 2.17223 0.0 0.0 0.0 -0.23
C -2.05225 1.24418 -0.14649 0.1 0.0 0.0 -0.21
O -0.78372 0.72091 -0.43893 0.0 0.0 0.0 -0.15
H -0.99344 1.00458 -2.48587 0.0 0.0 0.0 0.14
H -0.21189 2.33019 -1.59122 0.0 0.0 0.0 0.13
H 1.37148 0.91437 -2.96631 0.0 0.0 0.0 0.13
H 0.95674 -0.47507 -1.94212 0.0 0.0 0.0 0.12
H 2.01758 2.85082 -1.84785 0.0 0.0 0.0 0.14
H 3.60933 2.16469 -1.49832 0.0 0.0 0.0 0.13
H 3.10941 3.89751 0.14095 0.0 0.0 0.0 0.14
H 3.11403 2.31821 0.94767 0.0 0.0 0.0 0.10
H 1.54195 4.51553 2.13177 0.0 0.0 0.0 0.14
H 1.65757 2.80910 2.61899 0.0 0.0 0.0 0.12
H -0.89503 4.12550 1.61186 0.0 0.0 0.0 0.13
H -0.46519 3.97553 3.33101 0.0 0.0 0.0 0.14
H -2.63683 2.93715 1.79641 0.0 0.0 0.0 0.13
H -2.67047 1.75075 3.11559 0.0 0.0 0.0 0.13
H -2.04430 2.33514 -0.26115 0.0 0.0 0.0 0.15
H -2.79377 0.83951 -0.84778 0.0 0.0 0.0 0.13
C 5.31614 4.74338 -3.53789 0.0 0.0 0.0 -0.08
O 4.42792 3.66702 -3.78748 0.0 0.0 0.0 -0.10
C 4.97263 2.42891 -3.94124 0.0 0.0 0.0 -0.30
C 6.32179 2.13771 -3.78812 0.0 0.0 0.0 -0.01
C 6.75953 0.82942 -3.96236 0.0 0.0 0.0 -0.03
C 5.86471 -0.19127 -4.22700 0.0 0.0 0.0 -0.28
C 4.51566 0.11095 -4.41270 0.0 0.0 0.0 -0.01
C 4.07985 1.41270 -4.28347 0.0 0.0 0.0 -0.01
N 6.41073 -1.50735 -4.43590 0.0 0.0 0.0 0.08
N 5.93126 -2.50666 -3.88569 0.0 0.0 0.0 0.08
C 4.87907 -2.37990 -2.91224 0.0 0.0 0.0 -0.25
C 3.70532 -3.04644 -3.12618 0.0 0.0 0.0 -0.03
C 2.62098 -2.92902 -2.24423 0.0 0.0 0.0 0.00
C 2.69283 -2.17086 -1.08350 0.0 0.0 0.0 -0.39
O 1.67945 -2.02559 -0.27511 0.0 0.0 0.0 -0.29
C 3.97000 -1.54783 -0.80623 0.0 0.0 0.0 -0.15
N 4.08378 -0.84849 0.35296 0.0 0.0 0.0 0.01
C 5.22611 -0.29205 0.67232 0.0 0.0 0.0 -0.14
C 6.37385 -0.39720 -0.13021 0.0 0.0 0.0 -0.03
C 6.28320 -1.07658 -1.31066 0.0 0.0 0.0 0.01
C 5.05671 -1.66072 -1.70250 0.0 0.0 0.0 -0.09
H 4.70148 5.63734 -3.48591 0.0 0.0 0.0 0.09
H 6.04340 4.85115 -4.34554 0.0 0.0 0.0 0.10
H 5.84499 4.61092 -2.59012 0.0 0.0 0.0 0.09
H 7.04105 2.91007 -3.55874 0.0 0.0 0.0 0.11
H 7.81415 0.59640 -3.88237 0.0 0.0 0.0 0.12
H 3.81525 -0.66964 -4.67571 0.0 0.0 0.0 0.12
H 3.04450 1.67513 -4.45971 0.0 0.0 0.0 0.11
H 3.60478 -3.64629 -4.02324 0.0 0.0 0.0 0.12
H 1.69733 -3.45128 -2.45913 0.0 0.0 0.0 0.10
H 5.25981 0.25660 1.60886 0.0 0.0 0.0 0.11
H 7.30330 0.04949 0.19404 0.0 0.0 0.0 0.11
H 7.15339 -1.18995 -1.94328 0.0 0.0 0.0 0.12
N -2.42409 0.94532 1.21609 -0.1 0.0 0.0 -0.11
P -3.18116 -0.48325 1.55989 0.0 0.0 0.0 0.78
N -4.79592 -0.30141 1.40935 0.0 0.0 0.0 -0.19
C -5.74083 -1.42227 1.27459 0.0 0.0 0.0 -0.19
C -6.72021 -1.15071 0.12752 0.0 0.0 0.0 -0.16
C -6.96383 0.35694 -0.02368 0.0 0.0 0.0 -0.18
C -6.86798 1.03088 1.33971 0.0 0.0 0.0 -0.17
C -5.43031 0.95189 1.86234 0.0 0.0 0.0 -0.18
N -2.75091 -0.81355 3.09571 0.0 0.0 0.0 -0.17
C -1.39427 -0.57607 3.64305 0.0 0.0 0.0 -0.20
C -0.91346 -1.78931 4.42189 0.0 0.0 0.0 -0.17
C -1.82281 -2.06440 5.62925 0.0 0.0 0.0 -0.18
C -3.25639 -1.58762 5.35997 0.0 0.0 0.0 -0.17
C -3.61183 -1.71860 3.88794 0.0 0.0 0.0 -0.18
N -2.77628 -1.65447 0.51007 0.0 0.0 0.0 -0.16
C -3.40873 -1.83513 -0.81539 0.0 0.0 0.0 -0.19
C -2.34002 -2.02780 -1.88013 0.0 0.0 0.0 -0.15
C -1.55802 -3.32376 -1.63008 0.0 0.0 0.0 -0.16
C -1.45028 -3.62380 -0.12712 0.0 0.0 0.0 -0.15
C -1.46650 -2.33783 0.67935 0.0 0.0 0.0 -0.17
H -6.28774 -1.53019 2.21633 0.0 0.0 0.0 0.12
H -5.18666 -2.34679 1.12674 0.0 0.0 0.0 0.11
H -7.65796 -1.66331 0.34974 0.0 0.0 0.0 0.12
H -6.34500 -1.57045 -0.80638 0.0 0.0 0.0 0.10
H -7.93508 0.54110 -0.48097 0.0 0.0 0.0 0.12
H -6.21492 0.79385 -0.69100 0.0 0.0 0.0 0.11
H -7.55311 0.54352 2.03744 0.0 0.0 0.0 0.12
H -7.16498 2.07831 1.29263 0.0 0.0 0.0 0.12
H -5.41235 1.02377 2.95637 0.0 0.0 0.0 0.12
H -4.85261 1.78621 1.46152 0.0 0.0 0.0 0.11
H -1.41866 0.29669 4.30257 0.0 0.0 0.0 0.13
H -0.71726 -0.32929 2.82795 0.0 0.0 0.0 0.03
H 0.11560 -1.61855 4.73977 0.0 0.0 0.0 0.12
H -0.89000 -2.65828 3.76014 0.0 0.0 0.0 0.10
H -1.43584 -1.56119 6.51607 0.0 0.0 0.0 0.11
H -1.82051 -3.13230 5.85129 0.0 0.0 0.0 0.11
H -3.37311 -0.53988 5.64854 0.0 0.0 0.0 0.12
H -3.97166 -2.15670 5.95373 0.0 0.0 0.0 0.12
H -4.65249 -1.44135 3.72372 0.0 0.0 0.0 0.10
H -3.48756 -2.75752 3.55949 0.0 0.0 0.0 0.13
H -4.04078 -0.97477 -1.03343 0.0 0.0 0.0 0.10
H -4.06180 -2.71366 -0.78575 0.0 0.0 0.0 0.12
H -1.66256 -1.17138 -1.85022 0.0 0.0 0.0 0.09
H -2.80944 -2.03798 -2.86466 0.0 0.0 0.0 0.12
H -0.55971 -3.22800 -2.05532 0.0 0.0 0.0 0.09
H -2.04651 -4.15786 -2.13659 0.0 0.0 0.0 0.11
H -0.52141 -4.15037 0.08900 0.0 0.0 0.0 0.12
H -2.27357 -4.26380 0.20213 0.0 0.0 0.0 0.12
H -0.65625 -1.69170 0.33747 0.0 0.0 0.0 0.07
H -1.32280 -2.54546 1.73814 0.0 0.0 0.0 0.10
```
Forces are in eV/Å.

Electronic energy = -2869.2788 hartree
Charge = +1
Relative energy (zero: lowest compared OMol25 entry of this formula, charge and spin) = 0.00 kcal/mol

***

The LUMO energy results, record by record, are as follows: -3.260; -1.750 eV.
The HOMO results, record by record, are as follows: -9.60; -8.93 eV.